(1)
{
  "formula": "C20H44O19P",
  "method": "the ωB97M-V functional and the def2-TZVPD basis",
  "symbols": ["C", "C", "O", "C", "O", "P", "O", "C", "C", "O", "H", "H", "H", "H", "H", "H", "H", "H", "H", "H", "H", "H", "H", "H", "C", "O", "C", "O", "O", "C", "H", "H", "H", "H", "H", "H", "C", "O", "C", "O", "O", "C", "H", "H", "H", "H", "H", "H", "C", "O", "C", "O", "O", "C", "H", "H", "H", "H", "H", "H", "C", "O", "C", "O", "O", "C", "H", "H", "H", "H", "H", "H", "C", "O", "C", "O", "O", "C", "H", "H", "H", "H", "H", "H"],
  "coordinates": [[5.47, 0.91, 0.58], [4.99, 1.78, -0.71], [4.17, 2.90, -0.32], [4.31, 0.78, -1.78], [2.98, 1.13, -2.17], [1.75, 0.19, -1.38], [2.21, 0.60, 0.27], [1.23, 1.56, 0.75], [0.18, 2.08, -0.40], [0.67, 1.56, -1.68], [4.69, 0.08, 0.73], [6.45, 0.37, 0.29], [5.59, 1.54, 1.52], [5.96, 2.19, -1.17], [3.83, 3.35, -1.14], [4.44, -0.29, -1.40], [4.96, 0.85, -2.74], [0.56, -0.42, -0.83], [2.44, -1.08, -1.41], [1.20, -0.28, -2.66], [1.90, 2.47, 1.02], [0.77, 1.33, 1.79], [0.22, 3.23, -0.35], [-0.87, 1.61, -0.28], [-2.06, 1.69, -3.36], [-2.49, 0.80, -4.39], [-2.63, -0.48, -4.00], [-2.42, -0.91, -2.88], [-3.04, -1.21, -5.06], [-3.22, -2.59, -4.78], [-1.98, 2.69, -3.79], [-2.78, 1.72, -2.54], [-1.07, 1.40, -2.99], [-4.00, -2.73, -4.02], [-2.28, -3.05, -4.47], [-3.55, -3.07, -5.70], [-0.01, 0.28, 7.29], [0.22, -0.23, 5.99], [1.50, -0.14, 5.57], [2.42, 0.32, 6.20], [1.57, -0.67, 4.33], [2.87, -0.64, 3.76], [-1.07, 0.16, 7.52], [0.57, -0.27, 8.04], [0.23, 1.35, 7.33], [3.57, -1.23, 4.35], [3.23, 0.39, 3.65], [2.81, -1.08, 2.76], [-1.89, -1.32, 4.26], [-3.13, -2.00, 4.47], [-3.01, -3.14, 5.17], [-1.99, -3.61, 5.61], [-4.24, -3.68, 5.29], [-4.27, -4.91, 6.01], [-2.10, -0.41, 3.68], [-1.44, -1.02, 5.21], [-1.20, -1.93, 3.68], [-3.92, -4.76, 7.04], [-3.67, -5.67, 5.51], [-5.31, -5.25, 6.05], [2.94, -6.65, -4.76], [2.91, -5.50, -3.91], [1.69, -4.94, -3.79], [0.68, -5.32, -4.33], [1.80, -3.88, -2.97], [0.58, -3.17, -2.75], [3.97, -7.02, -4.78], [2.29, -7.44, -4.36], [2.65, -6.38, -5.77], [-0.16, -3.83, -2.28], [0.19, -2.77, -3.69], [0.78, -2.34, -2.08], [-5.10, 5.76, -3.28], [-4.49, 6.76, -2.47], [-3.39, 6.34, -1.82], [-2.91, 5.23, -1.88], [-2.91, 7.37, -1.10], [-1.73, 7.06, -0.35], [-5.98, 6.21, -3.75], [-4.42, 5.42, -4.06], [-5.43, 4.91, -2.67], [-0.92, 6.77, -1.02], [-1.93, 6.26, 0.37], [-1.44, 7.96, 0.19]],
  "lowdin_charge": [-0.07, -0.38, -0.09, -0.25, -0.33, 0.48, -0.37, -0.25, -0.23, -0.41, 0.06, 0.08, 0.08, 0.12, 0.11, 0.09, 0.12, 0.01, -0.01, -0.02, 0.10, 0.10, 0.11, 0.11, -0.04, -0.01, -0.59, 0.12, -0.01, -0.05, 0.09, 0.10, 0.07, 0.10, 0.09, 0.09, -0.04, -0.06, -0.58, 0.12, 0.00, -0.04, 0.09, 0.10, 0.10, 0.10, 0.10, 0.10, -0.03, 0.00, -0.59, 0.12, -0.01, -0.06, 0.10, 0.07, 0.11, 0.09, 0.10, 0.09, -0.06, -0.01, -0.59, 0.10, 0.01, -0.05, 0.09, 0.09, 0.09, 0.10, 0.09, 0.03, -0.05, -0.01, -0.59, 0.12, -0.01, -0.05, 0.09, 0.10, 0.10, 0.10, 0.10, 0.09],
  "gap_ev": 6.82,
  "charge": -1,
  "lumo_energy_ha": 0.08440,
  "max_force_ev_per_a": 3.409
}

---

(2)
{
  "formula": "H10LiO5",
  "method": "the ωB97M-V functional and the def2-TZVPD basis",
  "symbols": ["Li", "O", "H", "H", "O", "H", "H", "O", "H", "H", "O", "H", "H", "O", "H", "H"],
  "coordinates": [[13.78, -28.54, -47.41], [12.93, -28.17, -45.46], [13.06, -27.69, -44.59], [12.42, -27.37, -45.62], [15.26, -29.53, -46.39], [14.92, -30.52, -46.43], [15.88, -29.64, -47.16], [12.11, -29.03, -47.49], [11.52, -28.57, -47.87], [12.13, -30.07, -47.60], [12.62, -30.97, -46.02], [12.52, -30.98, -47.01], [11.99, -30.48, -45.44], [15.22, -27.58, -47.64], [16.23, -27.96, -47.87], [15.06, -26.65, -47.81]],
  "lowdin_charge": [0.70, -0.10, 0.11, 0.05, -0.16, 0.13, 0.06, -0.06, -0.03, 0.11, -0.05, 0.04, 0.10, -0.18, 0.20, 0.07],
  "de_lowest_kcal_mol": 115.5,
  "gap_ev": 11.61,
  "charge": 1,
  "lumo_energy_ha": -0.14496,
  "max_force_ev_per_a": 10.354
}

---

(3)
{
  "formula": "C4H9N3O",
  "method": "the ωB97M-V functional and the def2-TZVPD basis",
  "symbols": ["C", "C", "C", "C", "N", "N", "N", "O", "H", "H", "H", "H", "H", "H", "H", "H", "H"],
  "coordinates": [[2.20, -0.49, -0.41], [2.15, 1.02, -0.13], [0.89, -1.00, 0.23], [0.71, 1.21, 0.22], [-4.81, 0.03, -0.29], [0.04, 0.16, 0.41], [-3.66, 0.36, -0.24], [-2.76, -0.53, 0.34], [2.18, -0.68, -1.48], [3.08, -0.98, 0.01], [2.77, 1.30, 0.73], [2.46, 1.63, -0.98], [0.37, -1.74, -0.38], [1.05, -1.44, 1.22], [0.25, 2.18, 0.32], [-1.86, -0.13, 0.33], [-5.06, -0.90, 0.11]],
  "lowdin_charge": [-0.16, -0.16, -0.21, -0.14, 0.04, 0.01, -0.16, -0.09, 0.11, 0.10, 0.11, 0.11, 0.11, 0.12, 0.12, 0.03, 0.06],
  "de_lowest_kcal_mol": 73.4,
  "gap_ev": 10.38,
  "charge": 0,
  "lumo_energy_ha": 0.03276,
  "max_force_ev_per_a": 2.121,
  "smiles": "[H]/N=N\\O.C1=NCCC1"
}